(1)
{"formula": "C3H16NO7S", "method": "ωB97M-V/def2-TZVPD", "species": ["C", "C", "S", "N", "C", "O", "O", "H", "H", "H", "H", "H", "H", "H", "H", "O", "H", "H", "O", "H", "H", "O", "H", "H", "O", "H", "H", "O"], "xyz": [[-0.9914, 1.7558, -0.4574], [-1.5514, 1.9947, 0.9350], [-0.4933, 2.3298, 2.3223], [-0.0399, 0.7129, -0.6091], [-0.2777, -0.6856, -0.4082], [-1.3485, -1.0985, 0.0122], [0.8291, -1.3170, -0.5250], [-1.9169, 1.6403, -1.0895], [-0.6827, 2.7398, -0.8637], [-2.2194, 2.8667, 0.8145], [-2.2263, 1.1769, 1.1989], [-0.0827, 1.0479, 2.4479], [0.8001, 0.8652, -1.1357], [0.9606, -1.7399, -2.2681], [0.9696, -1.0944, -3.6566], [1.3995, -1.7867, -3.1506], [1.9028, 1.3417, 0.8892], [2.8812, 0.1483, 0.9526], [2.8156, 1.1074, 1.1033], [-3.6744, 0.1612, -1.2666], [-2.8148, -1.1988, -1.1261], [-3.5299, -0.7249, -1.6045], [0.6038, -1.1534, 2.0372], [-0.3811, -2.1852, 1.8137], [-0.1562, -1.5563, 2.4948], [3.2018, -2.1244, 1.0678], [2.5792, -1.5860, -0.1958], [3.4434, -1.6375, 0.2673]], "lowdin_charge": [-0.299, -0.612, 0.720, 0.048, -0.705, -0.001, -0.112, 0.108, 0.117, 0.067, 0.066, -0.146, 0.124, -0.005, 0.012, -0.092, -0.026, -0.013, -0.090, 0.003, 0.007, -0.096, 0.016, 0.016, -0.070, 0.041, 0.005, -0.083], "fmax_ha_per_bohr": 0.0530, "charge": -1, "e_above_lowest_kcal_mol": 0.0, "multiplicity": 1, "energy_ha": -1103.6502}

(2)
{"formula": "C3H16O4S", "method": "ωB97M-V/def2-TZVPD", "species": ["C", "C", "C", "S", "H", "H", "H", "H", "H", "H", "H", "H", "O", "H", "H", "O", "H", "H", "O", "H", "H", "O", "H", "H"], "xyz": [[1.3088, -0.0199, 0.6622], [0.0473, -0.3594, -0.1283], [-1.1468, -0.9690, 0.6476], [-2.3838, -1.7876, -0.3893], [2.0155, 0.3251, -0.0923], [1.2465, 0.7764, 1.4038], [1.6647, -0.9255, 1.1691], [0.3167, -0.9790, -0.9858], [-0.2815, 0.6196, -0.5057], [-0.6370, -1.6760, 1.2989], [-1.5894, -0.1614, 1.2265], [-1.6935, -2.8910, -0.5257], [-1.2897, 2.7645, -2.1216], [-2.1405, 2.4167, -1.9063], [-0.7087, 2.0989, -2.4818], [1.0595, 1.3231, -3.0117], [0.8286, 0.7369, -3.7464], [1.8379, 1.7863, -3.3138], [2.8450, -3.5433, 5.4559], [3.6348, -3.0149, 5.4750], [2.5348, -3.5642, 6.3540], [1.0360, 3.7010, -0.6980], [0.0894, 3.6585, -0.8951], [0.9731, 4.3383, 0.0209]], "lowdin_charge": [-0.113, -0.347, -0.587, 0.691, 0.067, 0.071, 0.070, 0.092, 0.079, 0.065, 0.070, -0.169, -0.042, 0.033, -0.008, -0.039, 0.061, 0.051, -0.045, 0.023, 0.022, -0.074, -0.003, 0.030], "fmax_ha_per_bohr": 0.0372, "smiles": "CCCS.O.O.O.O", "e_above_lowest_kcal_mol": 24.7, "multiplicity": 1, "energy_ha": -823.0216}

(3)
{"formula": "C3H16O5", "method": "ωB97M-V/def2-TZVPD", "species": ["C", "C", "C", "H", "H", "H", "H", "H", "H", "H", "H", "O", "H", "H", "O", "H", "H", "O", "H", "H", "O", "H", "H", "O"], "xyz": [[0.0513, -1.9239, -1.8835], [-0.7351, -0.8077, -1.3681], [-1.7329, -0.2075, -2.0931], [-0.3153, -2.3042, -2.8109], [1.1478, -1.6507, -2.0284], [-0.1937, -2.8727, -1.3393], [-0.5066, -0.3069, -0.4040], [-2.2625, 0.6273, -1.6886], [-1.8272, -0.5612, -3.1350], [-2.1649, 1.3566, 0.9848], [-1.4838, 0.0025, 1.5520], [-1.7951, 0.9165, 1.7783], [2.7747, -0.3546, -0.8078], [3.0463, -1.7721, -0.3706], [2.7369, -0.9206, -0.0419], [-0.7013, 2.7731, -1.3414], [-0.7584, 3.4311, 0.0357], [-0.1225, 2.9516, -0.5968], [-0.9632, -1.7671, 2.6494], [-0.2437, -2.1798, 1.3797], [-1.1445, -1.9508, 1.7415], [1.7479, 1.1179, 1.0329], [1.6827, 2.2302, 1.8593], [2.2824, 1.4892, 1.7033]], "lowdin_charge": [-0.183, -0.291, -0.074, 0.043, 0.071, 0.079, 0.062, -0.014, 0.048, -0.018, -0.025, -0.178, 0.016, 0.022, -0.080, -0.059, -0.003, -0.266, 0.018, 0.061, -0.097, -0.045, 0.018, -0.106], "fmax_ha_per_bohr": 0.0701, "charge": -1, "e_above_lowest_kcal_mol": 17.0, "multiplicity": 2, "s2": 0.75, "energy_ha": -500.0076}

(4)
{"formula": "C3H17N5Si2", "method": "ωB97M-V/def2-TZVPD", "species": ["C", "C", "C", "N", "N", "N", "N", "N", "Si", "Si", "H", "H", "H", "H", "H", "H", "H", "H", "H", "H", "H", "H", "H", "H", "H", "H", "H"], "xyz": [[1.6679, -1.6163, 1.2874], [-2.7917, -2.0422, -0.4524], [2.7867, 1.2994, -1.4596], [-2.8545, 1.1278, -0.8481], [-1.7468, 0.0215, 1.5639], [0.5225, 2.1845, 0.4188], [2.0244, -0.2760, 0.9008], [0.0256, -0.1701, -1.1638], [-2.1642, -0.2523, -0.1069], [1.2273, 0.7555, -0.3120], [0.9246, -1.9185, 0.6851], [2.5517, -2.2104, 1.1587], [1.4848, -1.7127, 2.3566], [-2.1564, -2.7321, -0.8555], [-3.3062, -2.4560, 0.4181], [-3.6481, -2.1662, -1.2101], [2.5242, 1.0834, -2.4401], [2.7615, 2.3990, -1.2279], [3.6930, 0.7777, -1.0770], [-2.4418, 1.9881, -0.7256], [-3.3255, 0.9236, -1.6872], [-1.0290, -0.5256, 1.9862], [-1.4884, 0.9426, 2.0258], [1.1189, 2.5879, 1.2318], [0.4825, 2.9326, -0.2437], [2.7222, 0.0904, 1.4175], [0.4348, -1.0357, -1.6409]], "lowdin_charge": [-0.187, -0.169, -0.172, -0.030, -0.081, -0.103, -0.158, -0.220, 0.570, 0.230, 0.004, 0.065, 0.069, -0.026, 0.023, 0.057, -0.037, 0.007, 0.017, -0.003, 0.017, -0.004, 0.064, 0.071, -0.006, 0.009, -0.007], "fmax_ha_per_bohr": 0.0829, "multiplicity": 1, "energy_ha": -977.3483}